DFT (ωB97M-V/def2-TZVPD) results for a structure of composition C12H7IN2O5Pt.

Structure (XYZ):
```
28
Properties=species:S:1:pos:R:3
Pt 0.30667 0.43265 -0.90603
O -2.89062 2.67883 3.58956
C -2.22887 2.22830 2.55694
C -2.75620 2.20363 1.24197
C -1.96682 1.70143 0.25359
N -0.73272 1.24306 0.53419
C -0.19469 1.26933 1.77028
C -0.91290 1.76420 2.81217
C 1.20828 0.71301 1.80311
O 1.92513 0.72421 2.74312
O 1.58863 0.16771 0.60665
C -2.25723 1.65108 -1.23077
O -3.23598 2.07554 -1.74066
O -1.24205 1.09044 -1.93913
H -3.78512 2.98948 3.37824
H -3.73600 2.59725 0.99824
H -0.49223 1.80064 3.80903
I 1.84163 0.72140 -3.03976
C 2.01020 -1.25876 -2.40795
C 2.75161 -2.31361 -2.85972
C 2.57127 -3.51454 -2.17078
C 1.68537 -3.59021 -1.10398
C 0.98260 -2.46815 -0.70759
N 1.15912 -1.32758 -1.38819
H 3.43255 -2.21905 -3.69413
H 3.13198 -4.38997 -2.47227
H 1.53910 -4.51496 -0.56366
H 0.29727 -2.45538 0.12752
```

Output
Orbital gap ... 0.22575 Eh
HOMO energy ... -17.1 eV
Net charge ... +2
Lowest unoccupied orbital energy ... -10.97 eV

Here are the Löwdin charges for atoms 1 to 5, given in e: 1.37 0.20 -0.21 0.14 -0.13


DFT (ωB97M-V/def2-TZVPD) results for a structure of composition C12H8BrIS2Se2Te2W.

Structure (XYZ):
```
29
Properties=species:S:1:pos:R:3
W -0.84431 0.27488 3.25375
S -0.68293 1.43501 5.29471
C 1.05977 0.76809 5.59513
C 1.36918 0.52270 6.95031
C 2.57778 -0.13536 7.27951
C 3.52846 -0.26346 6.26439
C 3.29255 0.20177 4.98272
C 2.02108 0.55698 4.59503
S 1.36218 0.79909 2.94413
H 0.63143 0.75974 7.66640
H 2.74540 -0.50221 8.26843
H 4.48882 -0.71996 6.50695
H 4.09880 0.15616 4.29351
Se -0.38827 -1.95588 3.34938
Te -3.83572 -0.07003 2.18473
Te -2.95046 -1.16485 4.57387
Se -1.86050 1.38524 1.33331
Br 1.59108 -0.60747 -8.30112
C -0.16860 -0.28048 -7.52304
C -1.16316 0.22251 -8.37670
C -2.49609 0.36146 -7.98964
C -2.87358 0.03215 -6.70793
C -1.87740 -0.40068 -5.84593
C -0.56815 -0.77997 -6.30135
I 0.88261 -1.69823 -5.11573
H -0.87729 0.74210 -9.36453
H -3.16680 0.78882 -8.75324
H -3.89342 0.15646 -6.24636
H -2.00247 -0.58460 -4.81064
```

Output
⟨S²⟩ ... 2.085
Orbital gap (spin up / spin down) ... 0.18374 / 0.21854 Eh
HOMO energy (spin up / spin down) ... -7.1 / -8.1 eV
Net charge ... 0
Lowest unoccupied orbital energy (spin up / spin down) ... -2.07 / -2.10 eV
2S+1 ... 3

Here are the Löwdin charges for atoms 1 to 5, given in e: -0.16 0.44 -0.60 -0.11 -0.07


Strongest force on any atom (computed, eV Å⁻¹): 0.59 2.38
ΔE to the lowest compared entry with this formula, charge and spin (computed, kcal per mole): 0.00 14.73